Below is a structure of composition C29H18Cl4CoN7O2S2 in a non-equilibrium geometry, with properties calculated with ωB97M-V/def2-TZVPD.

As for the spin multiplicity: 4. As for the frontier orbital gap (spin up / spin down): 4.25 / 4.90 eV. Its energy relative to the best compared isomer or geometry (same formula, charge and spin) is 13.21 kcal/mol. For the molar mass, the calculation gives 761.39 g mol⁻¹. Its largest force on an atom is 1.354 eV Å⁻¹. Its HOMO energy (spin up / spin down) is -0.08207 / -0.14490 Ha. Its expectation value of S² is 3.8084. Its LUMO energy (spin up / spin down) is 2.02 / 0.96 eV. As for the net charge: -1.

Element x y z (Å)
Co  -0.103  -0.152  -0.447
N  -2.573  2.492  2.170
C  -1.582  1.932  1.388
S  -0.368  0.982  2.149
N  -1.616  2.224  0.120
N  -0.655  1.627  -0.634
C  -0.029  2.312  -1.617
C  -0.433  3.635  -2.113
C  0.522  4.561  -2.558
C  0.146  5.784  -3.091
C  -1.191  6.148  -3.144
C  -2.147  5.262  -2.665
C  -1.782  4.020  -2.174
C  1.129  1.623  -2.074
C  1.846  1.881  -3.265
C  2.942  1.128  -3.583
C  3.362  0.112  -2.700
C  2.596  -0.136  -1.586
N  1.494  0.554  -1.273
H  -2.722  2.050  3.058
H  -3.393  2.808  1.675
H  1.573  4.335  -2.447
H  0.907  6.463  -3.459
H  -1.483  7.110  -3.548
H  -3.195  5.542  -2.671
H  -2.534  3.331  -1.828
H  1.485  2.639  -3.945
H  3.478  1.304  -4.508
H  4.239  -0.486  -2.906
H  2.867  -0.930  -0.901
N  -3.824  -1.745  0.564
C  -4.188  -0.958  -0.499
C  -5.414  -0.702  -1.098
C  -5.415  0.181  -2.162
C  -4.229  0.765  -2.620
C  -3.011  0.503  -2.024
C  -2.998  -0.361  -0.931
N  -1.953  -0.769  -0.116
C  -2.472  -1.632  0.749
C  -1.821  -2.416  1.787
C  -2.475  -3.244  2.665
S  -1.370  -3.986  3.741
C  -0.079  -3.156  2.904
N  -0.465  -2.405  1.949
H  -4.425  -2.363  1.075
H  -6.325  -1.178  -0.756
H  -6.351  0.415  -2.654
H  -4.265  1.432  -3.472
H  -2.093  0.925  -2.405
H  -3.527  -3.467  2.749
H  0.949  -3.282  3.212
Cl  1.178  -4.751  -5.481
C  0.994  -3.894  -3.996
C  1.501  -4.459  -2.803
Cl  2.285  -5.993  -2.845
C  1.360  -3.784  -1.606
Cl  1.969  -4.455  -0.136
C  0.709  -2.535  -1.539
O  0.585  -1.894  -0.453
C  0.173  -1.945  -2.769
O  -0.401  -0.839  -2.695
C  0.350  -2.675  -3.977
Cl  -0.277  -1.988  -5.429